Computed, not measured: 2 unconnected molecules or ions with the total composition C20H31BBrF5N3O6P3, with ωB97M-V with the def2-TZVPD basis set.

Geometry as XYZ:
```
70
Properties=species:S:1:pos:R:3
C 3.172 -4.046 1.820
C 2.628 -2.983 1.697
C 1.955 -1.732 1.558
C 2.703 -0.594 1.370
C 4.180 -0.735 1.250
O 4.976 -0.350 2.047
O 4.489 -1.410 0.119
P 5.909 -0.983 -0.641
P 5.193 -0.624 -2.670
O 5.950 0.469 -3.290
O 3.629 -0.317 -2.516
O 5.298 -1.954 -3.568
C 2.097 0.660 1.237
B 3.148 1.878 1.021
O 3.190 2.923 1.903
N 4.115 1.774 -0.085
C 3.843 2.702 -1.203
C 5.431 2.204 0.495
C 0.729 0.728 1.321
C 0.097 2.113 1.149
F 0.636 2.977 2.017
F -1.223 2.193 1.384
C 0.280 2.687 -0.322
F 0.801 1.788 -1.137
F -0.882 3.050 -0.823
F 1.045 3.769 -0.284
N -0.026 -0.402 1.552
C -1.500 -0.350 1.681
C -2.220 -0.243 0.343
C -3.741 -0.297 0.551
C -4.436 -1.381 -0.288
C -4.988 -0.819 -1.615
C -6.464 -0.378 -1.528
C -6.693 1.150 -1.512
C -7.150 1.686 -0.154
C 0.558 -1.634 1.641
P -0.324 -3.218 1.771
N -0.055 -4.080 0.489
H 3.641 -4.971 2.049
H 6.591 -2.212 -0.745
H 3.150 -0.855 -3.161
H 5.343 -1.640 -4.484
H 2.933 3.755 1.490
H 3.179 2.261 -1.940
H 4.785 2.891 -1.711
H 3.483 3.680 -0.870
H 5.544 3.284 0.399
H 6.245 1.745 -0.058
H 5.522 1.948 1.544
H -1.896 -1.220 2.175
H -1.744 0.457 2.357
H -1.890 0.613 -0.239
H -1.926 -1.131 -0.223
H -3.917 -0.570 1.595
H -4.220 0.667 0.394
H -3.771 -2.226 -0.445
H -5.283 -1.753 0.284
H -4.856 -1.538 -2.417
H -4.415 0.082 -1.838
H -7.016 -0.805 -2.363
H -6.928 -0.772 -0.625
H -5.771 1.673 -1.769
H -7.416 1.419 -2.279
H -7.867 1.010 0.312
H -6.320 1.802 0.538
H -7.659 2.638 -0.287
H -1.717 -3.052 1.823
H 0.139 -3.735 2.991
H 0.411 -4.954 0.718
Br -2.700 -4.710 0.011
```

* orbital gap: 3.9 eV
* calculated total energy: -5518.6048 hartree
* total charge: 0
* LUMO energy: -2.107 eV

Computed, not measured: C5H7P in the gas phase, with ωB97M-V with the def2-TZVPD basis set.

Geometry as XYZ:
```
13
Properties=species:S:1:pos:R:3
C -2.363 -0.341 -0.020
C -3.508 -0.627 -0.286
C -1.076 -0.098 0.675
C -0.204 0.461 -0.428
C 1.135 0.424 0.125
P 2.242 -0.940 -0.019
H -1.201 0.668 1.582
H -0.722 -1.023 1.133
H -0.400 -0.051 -1.276
H -0.512 1.479 -0.543
H 1.485 1.277 0.889
H 3.442 -0.250 -0.585
H 1.682 -0.979 -1.247
```

* orbital gap (alpha / beta): 10.3 / 5.1 eV
* calculated total energy: -535.7571 hartree
* total charge: 0
* energy relative to the best compared isomer or geometry (same formula, charge and spin): 161.5 kcal/mol
* LUMO energy (alpha / beta): -0.136 / -2.695 eV

Computed, not measured: 2 unconnected molecules or ions with the total composition C28H21F3O3S, with ωB97M-V with the def2-TZVPD basis set.

Geometry as XYZ:
```
56
Properties=species:S:1:pos:R:3
F -5.424 -1.070 -0.560
C -4.271 -1.035 -1.233
F -4.454 -1.107 -2.554
F -3.525 0.024 -0.907
S -3.304 -2.528 -0.747
C -1.870 -2.140 -1.765
C -0.787 -2.976 -1.771
C 0.369 -2.693 -2.552
C 1.444 -3.539 -2.524
C 1.429 -4.686 -1.744
C 0.317 -4.986 -0.976
C -0.771 -4.160 -0.981
O -2.727 -2.560 0.646
O -3.767 -3.869 -1.258
H -1.889 -1.239 -2.342
H 0.385 -1.807 -3.165
H 2.316 -3.311 -3.114
H 2.286 -5.341 -1.733
H 0.318 -5.876 -0.369
H -1.629 -4.399 -0.373
C 4.712 3.557 -2.744
O 4.613 2.221 -2.304
C 3.473 1.948 -1.581
C 3.316 0.646 -1.060
C 2.236 0.311 -0.298
C 1.228 1.256 -0.020
C 0.164 1.012 0.929
C -1.048 1.794 0.991
C -1.577 1.739 2.298
C -2.703 2.486 2.633
C -3.321 3.234 1.653
C -2.843 3.233 0.342
C -1.710 2.533 0.001
C -0.751 0.829 3.063
C 0.274 0.347 2.212
C 1.219 -0.554 2.725
C 1.127 -0.945 4.041
C 0.128 -0.442 4.877
C -0.815 0.439 4.397
C 1.366 2.546 -0.581
C 2.456 2.888 -1.322
H 5.662 3.682 -3.265
H 3.895 3.783 -3.431
H 4.684 4.237 -1.891
H 4.084 -0.076 -1.269
H 2.138 -0.690 0.083
H -3.078 2.468 3.642
H -4.194 3.817 1.897
H -3.377 3.777 -0.420
H -1.356 2.506 -1.016
H 2.007 -0.932 2.098
H 1.848 -1.641 4.438
H 0.102 -0.741 5.912
H -1.583 0.841 5.035
H 0.624 3.293 -0.359
H 2.554 3.895 -1.684
```

* orbital gap: 2.6 eV
* calculated total energy: -2002.9008 hartree
* total charge: 0
* energy relative to the best compared isomer or geometry (same formula, charge and spin): 42.1 kcal/mol
* LUMO energy: -2.945 eV

Computed, not measured: 2 unconnected molecules or ions with the total composition C5H9NO, with ωB97M-V with the def2-TZVPD basis set.

Geometry as XYZ:
```
16
Properties=species:S:1:pos:R:3
C -2.389 0.759 -0.598
C -4.511 -0.075 0.389
C 1.506 0.707 -0.067
C 0.756 -0.526 -0.433
C 2.980 0.489 0.309
N -3.416 0.434 -0.038
O 0.832 1.710 0.146
H -2.159 1.886 -0.805
H -4.572 -0.221 1.435
H -5.209 -0.323 -0.319
H 1.258 -1.425 -0.022
H 0.891 -0.890 -1.415
H -0.257 -0.491 -0.264
H 3.568 0.567 -0.531
H 3.158 -0.472 0.593
H 3.196 1.224 1.096
```

* orbital gap: 9.0 eV
* calculated total energy: -325.7701 hartree
* total charge: 0
* energy relative to the best compared isomer or geometry (same formula, charge and spin): 105.1 kcal/mol
* LUMO energy: 1.005 eV

Computed, not measured: a molecular structure, C26H25CsN3O3S, with ωB97M-V with the def2-TZVPD basis set.

Geometry as XYZ:
```
59
Properties=species:S:1:pos:R:3
C 5.208 -0.310 0.961
C 4.672 0.572 2.207
O 5.570 1.105 2.927
O 3.287 0.763 2.508
C 2.926 2.197 2.399
C 1.634 2.272 1.420
C 1.797 1.876 -0.093
C 0.579 1.888 -1.129
C 0.838 1.482 -2.658
C 2.100 0.516 -2.881
C 1.802 -1.035 -2.595
O 2.814 -1.819 -2.578
N 0.451 -1.621 -2.402
C 0.340 -2.257 -1.075
C 0.767 -3.727 -0.745
C 0.568 -4.241 0.773
C -0.028 -3.336 1.942
C -0.444 -1.878 1.579
C -0.258 -1.398 0.103
C -0.842 2.309 -0.587
C -2.044 2.275 -1.631
C -3.510 2.160 -0.995
C -3.844 0.677 -0.418
C -4.375 -0.449 -1.397
C -4.753 -1.886 -0.863
C -4.638 -2.289 0.658
C -4.095 -1.171 1.612
C -3.718 0.270 1.076
C -0.908 2.722 0.918
N -2.088 3.181 1.611
S -1.790 3.545 3.244
N -0.104 3.170 3.321
C 0.252 2.735 1.994
H 4.765 -1.382 0.961
H 6.352 -0.448 0.982
H 4.878 0.158 -0.035
H 2.705 2.567 3.457
H 3.824 2.731 1.913
H 2.869 1.590 -0.393
H -0.067 1.040 -3.196
H 1.085 2.472 -3.215
H 2.364 0.581 -4.011
H 3.058 0.849 -2.335
H 0.325 -2.295 -3.176
H 1.190 -4.371 -1.611
H 0.864 -5.344 0.991
H -0.189 -3.690 3.018
H -0.881 -1.118 2.324
H -0.593 -0.337 -0.160
H -1.922 1.362 -2.337
H -2.018 3.205 -2.326
H -4.255 2.293 -1.877
H -3.782 2.982 -0.245
H -4.540 -0.287 -2.517
H -5.171 -2.708 -1.553
H -4.941 -3.317 1.045
H -3.987 -1.406 2.739
H -3.367 1.007 1.877
Cs 3.271 -4.432 0.474
```

* orbital gap: 7.0 eV
* calculated total energy: -1813.2894 hartree
* total charge: +1
* energy relative to the best compared isomer or geometry (same formula, charge and spin): 0.0 kcal/mol
* LUMO energy: -3.531 eV

Computed, not measured: a molecular structure, C44H38F6KN8O7PS3, with ωB97M-V with the def2-TZVPD basis set.

Geometry as XYZ:
```
108
Properties=species:S:1:pos:R:3
K 0.619 0.285 0.224
C -1.238 -0.005 4.764
C -0.139 0.194 5.599
C 0.793 1.145 5.265
C 0.626 1.897 4.077
N -0.384 1.631 3.232
C -1.284 0.718 3.585
N 1.380 3.013 3.924
C 1.949 3.557 2.906
N 2.357 3.038 1.719
C 3.063 3.999 1.075
N 3.714 4.008 -0.047
C 4.135 2.940 -0.784
C 4.517 3.194 -2.122
C 5.139 2.208 -2.851
C 5.354 0.964 -2.264
C 4.922 0.790 -0.959
N 4.338 1.734 -0.229
C 3.059 5.271 1.861
C 3.585 6.525 1.630
C 3.404 7.496 2.613
C 2.720 7.205 3.789
C 2.194 5.935 4.012
C 2.376 4.985 3.030
H -2.023 -0.701 5.031
H -0.038 -0.381 6.512
H 1.648 1.345 5.896
H -2.096 0.570 2.877
H 4.328 4.177 -2.533
H 5.451 2.388 -3.874
H 5.831 0.158 -2.806
H 5.067 -0.159 -0.455
H 4.116 6.747 0.713
H 3.792 8.497 2.460
H 2.593 7.980 4.537
H 1.652 5.692 4.918
O -2.295 2.646 -0.170
S -2.569 1.319 -0.670
O -3.126 1.298 -2.015
O -1.452 0.375 -0.474
C -3.883 0.605 0.328
C -5.066 1.326 0.399
C -6.181 0.774 1.002
C -6.097 -0.504 1.537
C -4.911 -1.217 1.478
C -3.772 -0.685 0.864
P -2.174 -1.628 0.725
C -2.404 -2.357 -0.952
C -1.542 -3.398 -1.292
C -1.599 -4.000 -2.538
C -2.528 -3.564 -3.472
C -3.391 -2.529 -3.146
C -3.338 -1.932 -1.894
C -2.704 -3.137 1.698
C -2.470 -3.040 3.070
C -2.801 -4.067 3.939
C -3.363 -5.235 3.441
C -3.585 -5.356 2.077
C -3.261 -4.318 1.214
H -5.089 2.318 -0.036
H -7.112 1.325 1.046
H -6.966 -0.953 2.003
H -4.879 -2.207 1.908
H -0.810 -3.740 -0.575
H -0.906 -4.798 -2.775
H -2.576 -4.022 -4.453
H -4.108 -2.170 -3.875
H -4.007 -1.117 -1.671
H -1.999 -2.140 3.445
H -2.609 -3.966 5.001
H -3.604 -6.054 4.108
H -4.016 -6.269 1.680
H -3.445 -4.433 0.154
C -0.460 -0.028 -3.485
C -0.620 0.191 -5.012
N 0.176 1.346 -5.449
C 1.588 1.072 -5.161
C 1.778 0.769 -3.651
N 0.510 0.937 -2.948
C 0.013 2.298 -3.164
C -0.241 2.523 -4.679
H -0.104 -1.032 -3.260
H -1.408 0.121 -2.981
H -1.665 0.384 -5.273
H -0.283 -0.678 -5.585
H 2.162 1.951 -5.473
H 1.899 0.229 -5.784
H 2.509 1.439 -3.205
H 2.117 -0.257 -3.491
H 0.758 2.998 -2.775
H -0.906 2.425 -2.597
H 0.315 3.386 -5.060
H -1.302 2.693 -4.878
F 4.007 -2.183 -2.314
C 3.790 -2.827 -1.151
F 4.678 -2.371 -0.276
F 4.027 -4.128 -1.374
S 1.980 -2.534 -0.665
O 1.994 -1.561 0.388
O 1.396 -2.136 -1.907
N 1.450 -3.971 -0.265
S 2.044 -4.760 0.971
O 2.047 -6.172 0.727
O 3.205 -4.172 1.571
C 0.677 -4.564 2.214
F 0.983 -5.155 3.378
F -0.426 -5.147 1.728
F 0.426 -3.279 2.454
```

* orbital gap: 6.9 eV
* calculated total energy: -5399.4522 hartree
* total charge: -2
* energy relative to the best compared isomer or geometry (same formula, charge and spin): 44.4 kcal/mol
* LUMO energy: 3.990 eV

Computed, not measured: C16H14N2O5 in the gas phase, with ωB97M-V with the def2-TZVPD basis set.

Geometry as XYZ:
```
37
Properties=species:S:1:pos:R:3
C -3.129 0.122 -2.155
N -2.964 0.281 -0.685
C -4.080 0.354 0.134
O -5.233 0.347 -0.257
C -3.953 0.361 1.581
C -2.746 0.035 2.173
C -2.726 -0.147 3.650
O -1.877 0.824 4.285
C -1.542 0.048 1.333
C -0.246 -0.087 1.909
C 0.919 -0.031 1.158
C 2.288 -0.202 1.698
C 2.517 -0.447 3.176
O 3.808 0.038 3.572
C 3.329 -0.107 0.798
C 3.028 0.237 -0.627
O 3.940 0.278 -1.440
N 1.733 0.470 -1.040
C 0.745 0.282 -0.166
C -0.481 0.395 -0.814
C -1.684 0.244 -0.074
O -0.231 0.628 -2.122
C 1.217 0.571 -2.347
H -2.647 0.955 -2.706
H -2.634 -0.791 -2.446
H -4.193 0.117 -2.483
H -4.840 0.449 2.204
H -2.359 -1.143 3.873
H -3.748 -0.055 4.024
H -2.089 0.892 5.243
H -0.155 -0.289 2.986
H 2.381 -1.511 3.348
H 1.761 0.016 3.787
H 3.920 0.987 3.396
H 4.373 -0.226 1.063
H 1.575 1.454 -2.862
H 1.473 -0.293 -2.957
```

* orbital gap: 8.0 eV
* calculated total energy: -1103.8064 hartree
* total charge: 0
* energy relative to the best compared isomer or geometry (same formula, charge and spin): 51.6 kcal/mol
* LUMO energy: -0.065 eV

Computed, not measured: C3H4ClFO in the gas phase, with ωB97M-V with the def2-TZVPD basis set.

Geometry as XYZ:
```
10
Properties=species:S:1:pos:R:3
O -1.796 -0.652 -0.644
C -0.465 -0.789 -0.587
C 0.523 -1.463 0.286
C 0.566 0.015 -0.058
F 1.666 0.309 -0.747
Cl -0.222 1.209 0.892
H -2.188 0.148 -0.837
H -0.336 -1.193 -1.636
H 0.480 -1.626 1.532
H 1.441 -2.030 -0.200
```

* orbital gap: 10.6 eV
* calculated total energy: -751.8863 hartree
* total charge: 0
* energy relative to the best compared isomer or geometry (same formula, charge and spin): 65.7 kcal/mol
* LUMO energy: 0.683 eV

Computed, not measured: a molecular structure, C5H10HgO3, with ωB97M-V with the def2-TZVPD basis set.

Geometry as XYZ:
```
19
Properties=species:S:1:pos:R:3
C 0.518 -0.576 2.111
O 0.941 -1.170 0.843
C 1.540 -0.350 -0.125
C 0.730 -0.371 -1.407
O -0.587 0.127 -1.147
C -1.375 0.325 -2.312
H 0.471 -1.420 2.818
H 1.296 0.166 2.383
H 2.548 -0.725 -0.359
H 1.609 0.696 0.224
H 0.657 -1.390 -1.816
H 1.212 0.277 -2.155
H -2.349 0.707 -1.987
H -0.892 1.060 -2.970
H -1.483 -0.624 -2.858
Hg -1.281 -0.095 0.729
O -1.207 1.657 1.713
C -1.196 0.679 2.629
H -1.154 1.026 3.685
```

* orbital gap (alpha / beta): 6.4 / 6.6 eV
* calculated total energy: -575.3068 hartree
* total charge: 0
* energy relative to the best compared isomer or geometry (same formula, charge and spin): 73.7 kcal/mol
* LUMO energy (alpha / beta): 0.597 / 0.178 eV

Computed, not measured: a molecular structure, C16H32N7OPS3Se4Ti, with ωB97M-V with the def2-TZVPD basis set.

Geometry as XYZ:
```
65
Properties=species:S:1:pos:R:3
Ti -1.198 -1.494 1.392
C -2.894 0.378 -0.933
C -2.392 1.809 -0.707
N -1.409 1.856 0.327
C -1.232 3.000 1.158
C -2.462 3.311 2.023
S -3.160 1.881 2.892
C -4.427 1.327 1.711
C -4.286 -0.054 1.078
N -3.082 -0.392 0.303
H -3.825 0.419 -1.520
H -2.169 -0.175 -1.532
H -2.050 2.196 -1.687
H -3.220 2.461 -0.424
H -0.620 1.242 0.211
H -0.398 2.781 1.827
H -0.977 3.926 0.605
H -2.181 4.033 2.791
H -3.260 3.773 1.436
H -5.367 1.291 2.267
H -4.548 2.114 0.968
H -4.337 -0.811 1.861
H -5.174 -0.175 0.435
H -3.265 -1.355 0.015
Se -2.689 -2.778 2.590
Se -3.733 -4.667 -0.800
Se -1.855 -3.457 -0.903
Se -1.520 -2.907 -3.102
S -0.148 0.079 3.056
C 1.239 -0.945 2.987
S 1.027 -2.465 2.223
C 2.478 -0.532 3.503
C 3.636 -1.352 3.448
N 4.603 -1.984 3.398
C 2.668 0.766 4.049
N 2.871 1.825 4.467
C 0.095 0.445 -3.155
N 1.121 -0.460 -2.672
C 1.766 -1.253 -3.692
P 1.361 -0.573 -1.046
O 0.069 -0.632 -0.279
N 2.393 -1.835 -0.875
C 3.573 -1.796 -0.023
C 1.917 -3.181 -1.169
N 2.168 0.826 -0.663
C 3.262 1.282 -1.495
C 2.156 1.435 0.658
H 0.506 1.072 -3.957
H -0.230 1.101 -2.349
H -0.770 -0.107 -3.532
H 2.091 -0.597 -4.510
H 1.082 -2.008 -4.094
H 2.642 -1.752 -3.282
H 3.757 -0.788 0.344
H 4.451 -2.129 -0.588
H 3.439 -2.440 0.847
H 1.019 -3.147 -1.789
H 1.692 -3.716 -0.243
H 2.689 -3.730 -1.721
H 3.211 0.822 -2.480
H 4.238 1.050 -1.048
H 3.200 2.368 -1.615
H 1.341 1.043 1.262
H 2.023 2.517 0.555
H 3.094 1.257 1.196
```

* orbital gap (alpha / beta): 5.6 / 5.1 eV
* calculated total energy: -13078.7585 hartree
* total charge: -2
* expectation value of S²: 2.0213
* LUMO energy (alpha / beta): 4.127 / 3.598 eV
* 2S+1: 3